A cluster of 3 separate species, C4H14NO3 in total, computed with ωB97M-V/def2-TZVPD.

Summary:
LUMO in Ha: 0.1395
Kohn-Sham gap in eV: 7.343

```
! RIJCOSX wB97M-V def2-TZVPD def2/J DEFGRID3
* xyz -1 1
C 0.03 2.02 1.66
N -0.63 0.80 1.16
C 1.41 -0.52 1.49
C 0.25 -0.29 0.52
C 0.50 -0.25 -1.04
O -0.63 -0.51 -1.77
H 0.50 2.56 0.84
H -0.77 2.64 2.02
H 0.81 1.73 2.41
H -1.27 1.05 0.34
H 1.92 -1.44 1.19
H 1.07 -0.52 2.53
H 2.17 0.29 1.39
H -0.44 -1.17 0.52
H 1.19 -1.08 -1.36
H 0.92 0.70 -1.32
H -2.79 0.54 -0.69
H -2.14 0.57 -2.00
O -2.69 1.15 -1.43
H 0.91 -2.98 -2.25
H -0.26 -2.24 -1.82
O -0.05 -3.03 -2.40
*
```

***

A structure of composition C4H14NO3, computed with ωB97M-V/def2-TZVPD.

Summary:
LUMO in Ha: 0.1471
Kohn-Sham gap in eV: 8.539

```
! RIJCOSX wB97M-V def2-TZVPD def2/J DEFGRID3
* xyz -1 1
C -0.12 -2.16 1.14
C -0.11 -1.22 -0.10
C -1.33 -0.55 -0.68
C -1.63 0.85 0.01
O -1.06 0.84 1.28
N 0.67 -2.04 -1.09
H -0.41 -1.58 2.02
H 0.96 -2.27 1.24
H -0.84 -2.98 0.95
H 0.72 -0.52 0.16
H -2.25 -1.15 -0.58
H -1.25 -0.42 -1.77
H -2.73 0.91 0.12
H -1.25 1.67 -0.60
H 1.14 -1.45 -1.78
H 0.18 -2.81 -1.52
H 1.93 1.88 -0.43
H 1.32 1.23 -1.69
O 2.15 1.55 -1.34
H -0.12 1.48 1.24
H 0.85 3.08 1.07
O 0.96 2.12 0.98
*
```

***

A cluster of 3 separate species, C4H14NO3 in total, computed with ωB97M-V/def2-TZVPD.

Summary:
LUMO in Ha: -0.1121
Kohn-Sham gap in eV: 10.841

```
! RIJCOSX wB97M-V def2-TZVPD def2/J DEFGRID3
* xyz 1 1
C 0.37 2.42 -0.93
C 0.87 1.01 -0.61
C -0.20 -0.06 -1.21
C 0.26 -1.55 -0.95
O 1.12 -1.70 -0.04
N 0.61 0.82 0.86
H -0.17 2.45 -1.85
H 1.28 3.15 -1.09
H -0.13 2.88 -0.08
H 1.87 0.76 -0.85
H -0.38 0.11 -2.28
H -1.18 0.09 -0.87
H -0.06 -2.33 -1.53
H -0.15 1.36 1.38
H 1.45 1.42 1.28
H 0.78 -0.10 1.17
H -0.40 -1.42 3.52
H 0.95 -0.96 3.29
O 0.09 -0.60 3.24
H -3.03 -2.21 -0.95
H -1.86 -3.21 -0.55
O -2.07 -2.33 -0.95
*
```

***

A cluster of 3 separate species, C4H14NO3 in total, computed with ωB97M-V/def2-TZVPD.

Summary:
LUMO (spin up / spin down) in Ha: -0.3579 / -0.5046
Kohn-Sham gap (spin up / spin down) in eV: 8.783 / 4.771
⟨S²⟩: 0.757

```
! RIJCOSX wB97M-V def2-TZVPD def2/J DEFGRID3
* xyz 2 2
C 0.72 2.43 -0.56
C 0.36 1.03 -0.01
C 0.21 -0.03 -1.14
C 1.38 -1.07 -1.25
O 1.97 -1.63 -0.42
N -0.89 1.21 0.87
H 1.73 2.45 -0.89
H 0.58 3.17 0.28
H 0.12 2.58 -1.50
H 1.23 0.61 0.66
H 0.30 0.46 -2.19
H -0.68 -0.74 -1.23
H 1.59 -1.30 -2.25
H -1.72 1.10 0.29
H -0.96 2.27 1.29
H -0.96 0.39 1.68
H 0.03 -0.63 3.62
H -0.27 -1.66 2.63
O -0.67 -0.76 2.98
H -1.76 -3.07 -0.34
H -0.68 -3.55 -1.33
O -1.62 -3.25 -1.20
*
```

***

The ion C4H14NOP2Si with charge +1, computed with ωB97M-V/def2-TZVPD.

Summary:
LUMO (spin up / spin down) in Ha: -0.1124 / -0.2195
Kohn-Sham gap (spin up / spin down) in eV: 6.914 / 7.267
⟨S²⟩: 2.006

```
! RIJCOSX wB97M-V def2-TZVPD def2/J DEFGRID3
* xyz 1 3
C -2.04 -0.92 -0.20
C 0.91 0.41 -1.53
C 1.83 -0.76 -1.20
C 0.59 1.30 -0.33
N 1.19 -1.72 -0.27
O -1.47 -1.88 -0.67
Si -0.80 0.72 0.88
P 0.17 -0.45 2.56
P -2.60 2.05 1.20
H -3.13 -0.82 -0.26
H 1.42 1.01 -2.29
H -0.01 0.04 -1.98
H 2.07 -1.29 -2.13
H 2.75 -0.40 -0.76
H 0.26 2.27 -0.72
H 1.51 1.50 0.22
H 1.19 -1.35 0.70
H 1.68 -2.62 -0.27
H 0.15 -1.88 -0.53
H -0.97 -1.15 2.89
H -0.02 0.50 3.54
H -2.80 2.22 -0.17
H -1.90 3.25 1.31
*
```

***

A cluster of 2 separate species, C4H14NOS in total, computed with ωB97M-V/def2-TZVPD.

Summary:
LUMO in Ha: -0.1109
Kohn-Sham gap in eV: 9.592

```
! RIJCOSX wB97M-V def2-TZVPD def2/J DEFGRID3
* xyz 1 1
C 0.93 -0.98 0.98
C 1.75 -0.50 -0.28
C 0.86 -0.44 -1.50
S -0.59 0.68 -1.50
C -1.59 -0.37 -2.76
N 0.16 0.19 1.49
H 1.50 -1.42 1.79
H 0.14 -1.67 0.74
H 2.16 0.47 0.03
H 2.63 -1.11 -0.47
H 1.45 -0.14 -2.37
H 0.43 -1.42 -1.71
H -0.93 -1.06 -3.27
H -2.50 -0.60 -2.21
H -1.86 0.33 -3.56
H -0.38 0.03 2.34
H -0.40 0.61 0.74
H 0.73 0.99 1.80
H -1.92 1.85 2.68
H -1.36 2.72 3.71
O -1.21 1.84 3.34
*
```

***

A cluster of 2 separate species, C4H14NOS in total, computed with ωB97M-V/def2-TZVPD.

Summary:
LUMO in Ha: -0.1306
Kohn-Sham gap in eV: 8.151

```
! RIJCOSX wB97M-V def2-TZVPD def2/J DEFGRID3
* xyz 1 1
C 0.38 0.75 0.58
C 1.15 -0.36 -0.11
C 0.20 -1.48 -0.77
S -0.93 -0.75 -1.95
C -0.72 -1.64 -3.53
N 0.45 0.49 2.10
H -0.72 0.71 0.39
H 0.70 1.77 0.29
H 1.84 0.04 -0.91
H 1.80 -1.00 0.50
H 1.02 -1.99 -1.39
H -0.08 -2.11 0.05
H 0.12 -2.28 -3.50
H -1.53 -2.35 -3.67
H -0.61 -0.94 -4.36
H 0.99 1.30 2.50
H 0.69 -0.46 2.38
H -0.50 0.86 2.48
H -0.62 3.28 3.08
H -2.19 3.40 2.98
O -1.42 2.78 2.86
*
```

***

A cluster of 2 separate species, C4H14NOS in total, computed with ωB97M-V/def2-TZVPD.

Summary:
LUMO in Ha: -0.1121
Kohn-Sham gap in eV: 10.279

```
! RIJCOSX wB97M-V def2-TZVPD def2/J DEFGRID3
* xyz 1 1
C 2.40 0.63 -0.31
C 0.91 0.47 -0.58
C 0.02 1.43 0.25
C -1.48 1.33 0.18
S -2.30 -0.03 -0.89
N 0.54 -1.09 -0.32
H 2.86 -0.08 0.40
H 2.93 0.16 -1.19
H 2.62 1.75 -0.16
H 0.51 0.53 -1.59
H 0.37 2.39 -0.21
H 0.53 1.32 1.36
H -1.93 0.95 1.10
H -1.78 2.32 -0.13
H -1.98 0.49 -2.05
H 1.07 -1.55 0.41
H -0.42 -1.09 0.00
H 0.60 -1.59 -1.26
H 2.28 -2.70 2.52
H 1.23 -1.59 2.91
O 1.64 -2.05 2.15
*
```